Entry 1:
{"formula": "C7H17N3", "method": "ωB97M-V/def2-TZVPD", "species": ["C", "C", "C", "C", "C", "C", "N", "C", "N", "N", "H", "H", "H", "H", "H", "H", "H", "H", "H", "H", "H", "H", "H", "H", "H", "H", "H"], "coordinates": [[1.228, 0.117, -0.383], [-2.168, 1.202, -1.157], [1.727, -1.309, -0.465], [2.117, 1.038, 0.426], [1.045, 0.690, -1.776], [-2.444, -0.974, 1.154], [-1.401, 0.051, -0.765], [-1.268, -0.329, 0.459], [0.163, -0.801, 2.264], [-0.075, -0.105, 1.062], [0.239, -1.811, 2.154], [0.526, -0.187, 2.982], [-3.230, 0.938, -1.228], [-1.847, 1.504, -2.157], [-2.071, 2.061, -0.480], [1.999, -1.696, 0.515], [0.955, -1.944, -0.901], [2.614, -1.357, -1.106], [3.033, 1.259, -0.133], [1.607, 1.980, 0.626], [2.395, 0.592, 1.377], [2.025, 0.744, -2.264], [0.637, 1.699, -1.749], [0.452, 0.042, -2.416], [-3.087, -0.199, 1.577], [-2.123, -1.660, 1.935], [-3.048, -1.546, 0.450]], "homo_ha": -0.2551, "total_energy_ha": -441.02384, "spin_multiplicity": 1, "e_above_lowest_kcal_mol": 109.95}


Entry 2:
{"formula": "C7H17NO", "method": "ωB97M-V/def2-TZVPD", "species": ["C", "C", "C", "C", "C", "O", "N", "H", "H", "H", "H", "H", "H", "H", "H", "H", "H", "H", "C", "C", "H", "H", "H", "H", "H", "H"], "coordinates": [[-1.282, 0.888, 0.202], [-0.047, 1.227, 1.115], [-2.942, -1.064, 0.435], [0.079, -2.433, 0.854], [-0.527, -1.364, -0.040], [-0.123, -1.138, -1.158], [-1.529, -0.544, 0.526], [-2.273, 1.233, 0.541], [-1.131, 1.080, -0.878], [-0.124, 2.303, 1.188], [1.004, 1.229, 0.526], [-3.546, -0.593, 1.207], [-0.598, -2.899, 1.543], [0.198, 0.540, 1.897], [-3.415, -0.473, -0.660], [-3.037, -2.127, 0.330], [0.709, -3.118, 0.291], [0.963, -2.069, 1.629], [2.510, 0.476, -1.285], [1.870, 1.842, -1.151], [3.601, 0.570, -1.115], [2.101, -0.220, -0.532], [2.267, 0.043, -2.244], [0.815, 1.877, -1.238], [2.398, 2.510, -1.826], [2.058, 2.222, -0.160]], "homo_ha": -0.3211, "total_energy_ha": -406.79215, "spin_multiplicity": 1, "e_above_lowest_kcal_mol": 86.71}


Entry 3:
{"formula": "C7H17NO", "method": "ωB97M-V/def2-TZVPD", "species": ["C", "C", "C", "C", "C", "C", "C", "N", "O", "H", "H", "H", "H", "H", "H", "H", "H", "H", "H", "H", "H", "H", "H", "H", "H", "H"], "coordinates": [[0.023, -0.326, -0.461], [-1.482, -0.312, -0.058], [0.946, 0.271, 0.633], [0.184, 0.418, -1.795], [0.444, -1.783, -0.690], [-1.784, -0.854, 1.337], [0.626, 1.725, 0.999], [2.342, 0.102, 0.232], [-2.072, 0.974, -0.108], [-1.963, 1.330, -0.995], [-1.997, -0.960, -0.789], [0.819, -0.348, 1.528], [2.948, 0.318, 1.015], [2.569, 0.756, -0.511], [0.051, 1.492, -1.682], [-0.139, -2.228, -1.494], [-0.543, 0.049, -2.518], [1.175, 0.238, -2.201], [0.308, -2.378, 0.207], [1.496, -1.813, -0.954], [-2.863, -0.892, 1.465], [-1.379, -1.851, 1.467], [-1.379, -0.193, 2.097], [1.192, 2.013, 1.885], [0.908, 2.397, 0.189], [-0.432, 1.856, 1.203]], "homo_ha": -0.3395, "total_energy_ha": -406.90833, "spin_multiplicity": 1, "e_above_lowest_kcal_mol": 13.81}


Entry 4:
{"formula": "C7H17NO", "method": "ωB97M-V/def2-TZVPD", "species": ["C", "C", "C", "C", "C", "C", "C", "N", "O", "H", "H", "H", "H", "H", "H", "H", "H", "H", "H", "H", "H", "H", "H", "H", "H", "H"], "coordinates": [[-0.593, -0.341, -0.376], [-1.626, 0.587, 0.252], [2.104, -0.665, 0.136], [-1.281, -0.693, 0.938], [-2.967, 0.803, -0.397], [2.278, -0.447, 1.628], [2.516, 0.355, -0.763], [-0.852, -1.147, -1.531], [-1.103, 1.738, 0.878], [-0.656, 2.265, 0.202], [0.785, -0.579, -0.022], [0.342, 0.703, -0.914], [2.257, -1.687, -0.207], [-1.531, -1.880, -1.376], [-1.113, -0.602, -2.342], [-0.708, -0.626, 1.852], [-2.012, -1.494, 0.917], [-3.352, -0.119, -0.835], [-2.889, 1.553, -1.190], [-3.687, 1.165, 0.339], [1.724, -1.190, 2.205], [3.329, -0.511, 1.925], [1.908, 0.539, 1.920], [2.795, 0.074, -1.773], [3.062, 1.212, -0.378], [1.268, 0.988, -1.087]], "homo_ha": -0.2893, "total_energy_ha": -406.70733, "spin_multiplicity": 1, "e_above_lowest_kcal_mol": 139.93}


Entry 5:
{"formula": "C7H17NO", "method": "ωB97M-V/def2-TZVPD", "species": ["C", "N", "C", "C", "C", "C", "C", "C", "H", "H", "H", "H", "H", "H", "H", "H", "H", "H", "H", "H", "H", "H", "H", "H", "H", "O"], "coordinates": [[1.378, 0.354, -0.806], [0.892, 0.358, 0.571], [-0.407, 0.929, 0.939], [-1.565, 0.633, -0.023], [-1.450, -0.722, -0.722], [-2.203, -1.250, -1.669], [-0.607, 0.477, 2.417], [2.273, 1.522, -1.222], [0.571, 0.269, -1.521], [2.091, -0.466, -0.985], [1.646, 0.507, 1.219], [-0.352, 2.051, 1.026], [-2.500, 0.563, 0.527], [-1.689, 1.324, -0.867], [-0.862, -1.473, -0.205], [-2.980, -0.722, -2.238], [-2.141, -2.256, -2.047], [-1.215, -0.417, 2.502], [0.325, 0.079, 2.828], [-0.843, 1.335, 3.045], [2.002, 2.549, -0.941], [3.268, 1.375, -0.793], [2.383, 1.464, -2.305], [0.196, -2.268, 0.677], [1.298, -3.033, 0.055], [0.492, -3.181, 0.539]], "homo_ha": -0.3160, "total_energy_ha": -406.83470, "spin_multiplicity": 1, "e_above_lowest_kcal_mol": 60.01}


Entry 6:
{"formula": "C7H17NO", "method": "ωB97M-V/def2-TZVPD", "species": ["C", "C", "C", "C", "C", "O", "N", "H", "H", "H", "H", "H", "H", "H", "H", "H", "H", "H", "C", "C", "H", "H", "H", "H", "H", "H"], "coordinates": [[1.094, -0.184, -0.306], [2.043, -0.139, -1.541], [2.021, 2.276, 0.211], [-0.263, 0.292, 2.335], [0.349, 1.442, 1.601], [0.083, 2.609, 1.847], [1.125, 1.075, 0.516], [0.102, -0.179, -0.738], [1.356, -0.901, 0.511], [1.104, -0.287, -2.276], [2.668, -0.931, -1.988], [2.958, 2.298, 0.762], [-1.321, 0.189, 2.512], [2.493, 0.767, -1.875], [2.333, 2.120, -0.858], [1.591, 3.228, 0.455], [-0.220, -0.696, 1.864], [0.171, 0.430, 3.359], [-2.813, -1.023, -1.001], [-2.034, -2.291, -0.599], [-3.616, -1.294, -1.659], [-3.085, -0.540, -0.064], [-2.241, -0.364, -1.692], [-1.460, -2.042, 0.271], [-1.613, -2.828, -1.448], [-2.822, -3.026, -0.198]], "homo_ha": -0.3255, "total_energy_ha": -406.80030, "spin_multiplicity": 1, "e_above_lowest_kcal_mol": 81.60}


Entry 7:
{"formula": "C7H17NO2", "method": "ωB97M-V/def2-TZVPD", "species": ["C", "C", "C", "N", "O", "H", "H", "H", "H", "H", "H", "H", "H", "H", "C", "C", "C", "C", "O", "H", "H", "H", "H", "H", "H", "H", "H"], "coordinates": [[0.144, 1.544, -0.160], [0.453, 1.054, -1.575], [1.242, 2.105, -2.348], [-0.696, 2.698, -0.212], [-0.525, 0.512, 0.605], [-0.411, -1.649, -0.255], [1.074, 1.827, 0.347], [-1.571, 2.476, -0.674], [-0.910, 3.036, 0.720], [-0.491, 0.842, -2.081], [1.018, 0.122, -1.519], [0.697, 3.044, -2.360], [2.210, 2.276, -1.880], [1.406, 1.777, -3.371], [-0.621, -2.660, 0.163], [1.541, -0.292, 1.692], [-2.044, -2.690, 0.699], [0.037, -0.157, 1.678], [-0.674, -0.515, 2.573], [-0.485, -3.395, -0.629], [0.086, -2.902, 0.953], [1.994, 0.631, 2.053], [1.798, -1.093, 2.379], [1.928, -0.508, 0.700], [-2.165, -1.935, 1.471], [-2.276, -3.663, 1.126], [-2.757, -2.484, -0.096]], "homo_ha": -0.3670, "total_energy_ha": -482.15317, "spin_multiplicity": 1, "e_above_lowest_kcal_mol": 15.79}


Entry 8:
{"formula": "C7H17NO2S", "method": "ωB97M-V/def2-TZVPD", "species": ["C", "C", "C", "C", "C", "C", "C", "N", "O", "O", "S", "H", "H", "H", "H", "H", "H", "H", "H", "H", "H", "H", "H", "H", "H", "H", "H", "H"], "coordinates": [[3.408, -0.311, -0.440], [-4.088, -0.465, -0.934], [-0.638, 1.178, 1.333], [-3.467, 0.362, 0.215], [-1.196, -0.195, 0.699], [0.868, 1.240, 1.406], [4.052, -1.623, -1.122], [0.285, 1.284, -1.243], [3.646, -2.753, -0.252], [-2.558, -0.488, 0.977], [1.543, 1.593, -0.298], [3.924, 0.620, -0.692], [3.232, -0.504, 0.630], [-4.998, -0.897, -0.639], [-4.252, 0.184, -1.777], [-3.435, -1.289, -1.006], [-0.927, 1.951, 0.802], [-1.114, 1.181, 2.313], [-4.312, 0.744, 0.744], [-2.902, 1.137, -0.077], [-0.514, -0.979, 1.149], [-1.013, -0.422, -0.415], [1.285, 0.231, 1.632], [1.208, 1.991, 2.152], [3.814, -1.848, -2.166], [5.172, -1.406, -1.069], [0.132, 1.847, -2.063], [2.844, -2.362, 0.140]], "homo_ha": [-0.3049, -0.3131], "total_energy_ha": -880.09226, "spin_multiplicity": 1, "e_above_lowest_kcal_mol": 101.14}